# 1
Here is a cluster of 2 separate species, C4H9OS in total in a non-equilibrium geometry from the OMol25 dataset. Energies are from ωB97M-V with the def2-TZVPD basis set.

The calculation puts the energy relative to the best compared isomer or geometry (same formula, charge and spin) at 4.564 eV. The calculation puts the LUMO energy at 0.49 eV. Its total energy is -631.0894 a.u. The net charge is -1. Its frontier orbital gap is 3.44 eV.

Last column: Löwdin charge in e.
Cartesian coordinates (Å):
1 C -0.24 2.30 -2.08  -0.514
2 O -0.25 1.31 -2.97  -0.315
3 C 0.20 1.79 -0.59  -0.202
4 C -0.19 0.35 -0.48  -0.291
5 C 0.13 -0.21 0.88  -0.196
6 S 0.13 -2.70 2.31  -0.012
7 H 0.58 3.03 -2.29  0.071
8 H -1.15 2.94 -2.05  0.070
9 H -0.18 2.54 0.11  0.092
10 H 1.28 1.92 -0.53  0.090
11 H 0.17 -0.22 -1.33  0.106
12 H -1.28 0.27 -0.60  0.116
13 H 1.20 -0.13 1.12  0.071
14 H -0.31 0.35 1.71  0.076
15 H -0.13 -1.31 1.06  -0.161

***

# 2
Here is the molecule C4H9P in a non-equilibrium geometry from the OMol25 dataset. Energies are from ωB97M-V with the def2-TZVPD basis set.

The calculation puts the energy relative to the best compared isomer or geometry (same formula, charge and spin) at 2.830 eV. The calculation puts the LUMO energy at 0.71 eV. Its total energy is -498.9996 a.u. The net charge is 0. Its SMILES is CC=C=[PH2]C. Its frontier orbital gap is 8.31 eV.

Last column: Löwdin charge in e.
Cartesian coordinates (Å):
1 C -2.14 0.24 -0.37  -0.165
2 C -1.21 1.36 -0.09  -0.381
3 C 0.05 1.41 0.36  -0.339
4 P 0.86 -0.12 0.73  0.769
5 C 2.20 -0.87 -0.32  -0.271
6 H -1.63 -0.83 -0.40  0.083
7 H -2.57 0.21 -1.44  0.093
8 H -2.93 0.25 0.32  0.038
9 H -1.70 2.34 -0.32  0.085
10 H 1.55 -0.08 2.01  -0.004
11 H 0.19 -1.31 1.20  -0.021
12 H 1.72 -0.40 -1.20  0.022
13 H 3.15 -0.28 -0.14  0.056
14 H 2.46 -1.91 -0.34  0.035